Record 1
{"formula": "C23H43ClN4Pd", "method": "ωB97M-V/def2-TZVPD", "homo_ev": [2.526, -3.205], "spin_multiplicity": 5, "homo_lumo_gap_ev": [1.94, 5.26], "total_charge": -2, "species": ["Pd", "Cl", "C", "C", "N", "H", "N", "H", "C", "C", "C", "H", "H", "H", "H", "H", "H", "C", "H", "H", "H", "C", "C", "H", "H", "C", "H", "C", "H", "H", "H", "H", "H", "C", "H", "C", "N", "H", "N", "H", "C", "C", "C", "H", "H", "H", "H", "H", "H", "C", "H", "H", "H", "C", "C", "H", "H", "C", "H", "C", "H", "H", "H", "H", "H", "C", "H", "C", "C", "H", "H", "H"], "coordinates": [[0.000, -0.021, 0.028], [-1.681, 1.549, -0.746], [-2.637, -1.693, 2.914], [-1.442, -0.978, 1.160], [-1.802, -0.713, 2.435], [-3.436, -3.444, 1.902], [-2.169, -2.065, 0.820], [-3.029, -1.711, 3.909], [-1.280, 0.373, 3.301], [-2.130, 0.462, 4.552], [0.153, 0.045, 3.697], [-2.017, -0.423, 5.189], [-1.796, 1.322, 5.144], [-3.189, 0.615, 4.320], [-1.057, 2.513, 3.203], [-2.388, 1.857, 2.194], [0.737, -0.316, 2.844], [-1.368, 1.684, 2.552], [0.164, -0.739, 4.464], [0.637, 0.941, 4.107], [-0.719, 1.679, 1.668], [-2.848, -2.551, 1.912], [-0.957, -3.745, -0.473], [-0.979, -4.387, 0.419], [-1.000, -4.382, -1.366], [-2.163, -2.810, -0.465], [-2.029, -2.414, -2.563], [-3.440, -3.631, -0.566], [-4.331, -3.001, -0.452], [-0.012, -3.190, -0.471], [-1.304, -1.131, -1.557], [-3.474, -4.450, 0.162], [-3.492, -4.087, -1.563], [-2.136, -1.847, -1.626], [-3.056, -1.254, -1.662], [2.688, 2.703, -1.973], [2.123, 2.134, -0.849], [2.687, 1.980, -4.031], [1.654, 0.850, -2.503], [3.258, 3.610, -1.955], [2.130, 2.846, 0.448], [3.358, 3.739, 0.530], [0.870, 3.707, 0.527], [3.307, 4.578, -0.172], [3.412, 4.169, 1.538], [4.284, 3.178, 0.360], [2.157, 2.385, 2.536], [3.081, 1.235, 1.514], [-0.017, 3.132, 0.229], [2.177, 1.848, 1.575], [0.965, 4.562, -0.150], [0.735, 4.073, 1.555], [1.303, 1.186, 1.555], [2.405, 1.894, -3.002], [-0.379, 0.212, -3.709], [-0.383, 1.065, -4.399], [-0.898, -0.634, -4.178], [1.061, -0.178, -3.395], [0.664, -2.288, -3.371], [1.821, -0.212, -4.709], [2.892, -0.397, -4.568], [-0.925, 0.519, -2.810], [0.658, -1.549, -1.754], [1.679, 0.709, -5.286], [1.424, -1.031, -5.323], [1.151, -1.534, -2.734], [2.199, -1.817, -2.584], [1.436, 1.014, -1.177], [1.472, -1.277, 0.643], [1.024, -2.218, 0.995], [2.050, -0.805, 1.448], [2.146, -1.450, -0.209]]}

=====

Record 2
{"formula": "C23H43ClNO10", "method": "ωB97M-V/def2-TZVPD", "homo_ev": -12.507, "spin_multiplicity": 1, "homo_lumo_gap_ev": 8.24, "total_charge": 1, "species": ["C", "C", "C", "O", "C", "C", "N", "C", "C", "C", "O", "O", "C", "O", "C", "C", "C", "C", "C", "C", "C", "C", "Cl", "H", "H", "H", "H", "H", "H", "H", "H", "H", "H", "H", "H", "H", "H", "H", "H", "H", "H", "H", "H", "H", "H", "H", "H", "H", "H", "H", "H", "H", "H", "H", "C", "O", "C", "O", "O", "C", "H", "H", "H", "H", "H", "H", "C", "O", "C", "O", "O", "C", "H", "H", "H", "H", "H", "H"], "coordinates": [[-5.359, 4.403, -1.695], [-4.816, 2.862, -1.468], [-3.322, 2.591, -2.168], [-3.135, 1.181, -2.579], [-1.912, 0.607, -1.929], [-2.231, 0.466, -0.326], [-1.443, 0.823, 0.776], [-0.051, 1.407, 0.699], [1.117, 0.530, 1.443], [0.715, -1.022, 1.785], [1.108, -1.489, 3.000], [-0.054, -1.934, 0.924], [-2.324, 0.485, 1.990], [-2.843, 1.846, 2.329], [-2.019, 2.464, 3.378], [-1.445, 3.958, 3.033], [-1.844, 4.545, 1.558], [-3.755, -0.273, 1.571], [-3.721, -0.207, -0.067], [-3.646, -1.831, -0.452], [-4.074, -2.146, -2.004], [-5.723, -2.130, -2.255], [-6.360, -3.715, -1.511], [-5.653, 4.951, -0.682], [-6.362, 4.343, -2.321], [-4.578, 5.045, -2.289], [-5.593, 2.106, -1.954], [-4.817, 2.617, -0.312], [-2.479, 3.002, -1.463], [-3.327, 3.283, -3.141], [-1.669, -0.423, -2.430], [-1.052, 1.372, -2.144], [0.019, 2.508, 1.152], [0.292, 1.529, -0.435], [1.329, 1.068, 2.486], [2.110, 0.619, 0.789], [-0.516, -2.567, 1.573], [-1.780, -0.131, 2.823], [-1.120, 1.753, 3.704], [-2.719, 2.560, 4.339], [-1.836, 4.743, 3.840], [-0.265, 3.906, 3.144], [-2.786, 5.271, 1.573], [-0.901, 5.175, 1.185], [-2.037, 3.741, 0.730], [-3.873, -1.338, 2.091], [-4.581, 0.446, 2.035], [-4.644, 0.196, -0.664], [-2.556, -2.243, -0.204], [-4.477, -2.339, 0.237], [-3.741, -3.270, -2.231], [-3.536, -1.486, -2.807], [-6.162, -1.165, -1.756], [-5.917, -2.188, -3.422], [4.377, -0.815, 3.302], [5.681, -1.111, 2.805], [6.008, -0.449, 1.666], [5.297, 0.343, 1.068], [7.262, -0.823, 1.308], [7.742, -0.200, 0.118], [4.223, -1.399, 4.214], [4.293, 0.247, 3.555], [3.612, -1.103, 2.575], [7.792, 0.886, 0.244], [7.111, -0.464, -0.737], [8.753, -0.571, -0.073], [5.171, -4.252, -0.223], [5.036, -4.803, -1.532], [5.857, -4.247, -2.459], [6.663, -3.353, -2.258], [5.625, -4.860, -3.647], [6.424, -4.374, -4.724], [4.469, -4.770, 0.436], [6.184, -4.412, 0.160], [4.920, -3.186, -0.225], [7.487, -4.539, -4.520], [6.223, -3.313, -4.905], [6.155, -4.934, -5.624]]}

=====

Record 3
{"formula": "C23H43InN2O2P3", "method": "ωB97M-V/def2-TZVPD", "homo_ev": [-16.360, -16.204], "spin_multiplicity": 1, "homo_lumo_gap_ev": [3.95, 5.24], "total_charge": 3, "relative_energy_kcal_mol": 81.7, "species": ["In", "P", "P", "P", "H", "C", "C", "H", "C", "C", "C", "C", "C", "C", "C", "C", "C", "H", "H", "H", "H", "H", "H", "H", "H", "H", "H", "H", "H", "H", "H", "H", "H", "H", "H", "H", "H", "H", "H", "H", "H", "H", "H", "H", "H", "H", "C", "C", "C", "C", "C", "C", "O", "H", "H", "H", "H", "H", "H", "N", "C", "O", "C", "C", "C", "N", "C", "C", "H", "H", "H", "H", "H", "H"], "coordinates": [[0.154, 0.304, -0.176], [0.689, 3.015, -0.900], [-2.256, 0.519, -1.504], [2.846, 0.138, 0.324], [-0.602, -7.521, -3.120], [0.067, -7.635, -2.258], [-0.367, -7.626, -0.987], [-1.427, -7.603, -0.703], [1.328, 3.206, -2.608], [-0.834, 4.009, -0.912], [1.812, 4.046, 0.096], [-3.116, -1.085, -1.375], [-3.519, 1.699, -0.937], [-2.125, 0.779, -3.315], [3.169, -1.560, 0.918], [3.661, 1.196, 1.568], [3.899, 0.314, -1.166], [1.111, -7.871, -2.498], [0.348, -7.780, -0.170], [1.448, 4.271, -2.856], [0.625, 2.739, -3.306], [2.296, 2.695, -2.688], [-0.609, 5.063, -1.146], [-1.294, 3.960, 0.083], [-1.541, 3.623, -1.658], [2.429, 4.679, -0.559], [2.474, 3.405, 0.691], [1.234, 4.678, 0.779], [-4.140, -0.991, -1.773], [-3.159, -1.383, -0.316], [-2.573, -1.862, -1.933], [-4.234, 1.913, -1.754], [-3.054, 2.646, -0.613], [-4.064, 1.274, -0.076], [-3.122, 0.633, -3.753], [-1.424, 0.050, -3.740], [-1.761, 1.792, -3.528], [4.188, -1.619, 1.327], [3.045, -2.283, 0.098], [2.440, -1.805, 1.705], [4.492, 0.629, 2.011], [2.946, 1.456, 2.361], [4.050, 2.118, 1.110], [4.868, -0.168, -0.967], [4.053, 1.379, -1.399], [3.414, -0.171, -2.023], [-0.039, -2.783, -0.325], [0.206, -2.716, -1.731], [0.920, -3.743, -2.341], [1.305, -4.865, -1.601], [0.795, -5.038, -0.297], [0.073, -4.035, 0.333], [-0.241, -1.723, 0.428], [0.776, 0.239, -1.866], [-0.061, -1.829, -2.310], [1.171, -3.652, -3.396], [1.920, -5.648, -2.064], [0.897, -5.991, 0.222], [-0.311, -4.125, 1.357], [-2.039, 4.143, 5.704], [-2.709, 3.113, 5.120], [-3.812, 2.716, 5.478], [-1.953, 2.444, 3.995], [-0.628, 2.734, 3.642], [-0.038, 2.056, 2.573], [-0.694, 1.095, 1.867], [-1.957, 0.790, 2.235], [-2.607, 1.439, 3.268], [-2.515, 4.651, 6.425], [-1.209, 4.542, 5.297], [-0.015, 3.469, 4.181], [0.991, 2.282, 2.255], [-2.461, 0.001, 1.667], [-3.628, 1.169, 3.530]]}

=====

Record 4
{"formula": "C23H43N2O2P3Sc", "method": "ωB97M-V/def2-TZVPD", "homo_ev": [-16.696, -16.629], "spin_multiplicity": 1, "homo_lumo_gap_ev": [4.09, 5.69], "total_charge": 3, "relative_energy_kcal_mol": 18.5, "species": ["Sc", "P", "P", "P", "H", "C", "C", "H", "C", "C", "C", "C", "C", "C", "C", "C", "C", "H", "H", "H", "H", "H", "H", "H", "H", "H", "H", "H", "H", "H", "H", "H", "H", "H", "H", "H", "H", "H", "H", "H", "H", "H", "H", "H", "H", "H", "C", "C", "C", "C", "C", "C", "O", "H", "H", "H", "H", "H", "H", "N", "C", "O", "C", "C", "C", "C", "N", "C", "H", "H", "H", "H", "H", "H"], "coordinates": [[-0.385, 0.046, -0.125], [-1.686, -2.199, 0.680], [1.198, -1.054, 2.206], [1.444, -2.079, -0.997], [-1.338, 5.122, -4.293], [-1.342, 4.176, -4.857], [-2.180, 3.172, -4.606], [-2.808, 3.137, -3.705], [-3.218, -1.736, 1.577], [-1.206, -3.670, 1.680], [-2.353, -3.016, -0.824], [2.707, -0.016, 2.395], [0.350, -0.721, 3.801], [1.922, -2.693, 2.646], [1.041, -1.992, -2.785], [1.567, -3.909, -0.817], [3.224, -1.672, -1.066], [-0.669, 4.143, -5.731], [-2.339, 2.394, -5.369], [-3.658, -0.818, 1.168], [-3.007, -1.571, 2.642], [-3.921, -2.569, 1.461], [-1.023, -3.387, 2.726], [-0.306, -4.160, 1.287], [-2.041, -4.386, 1.652], [-2.446, -2.291, -1.646], [-3.351, -3.402, -0.575], [-1.715, -3.843, -1.167], [3.614, -0.638, 2.432], [2.624, 0.580, 3.314], [2.792, 0.672, 1.545], [0.463, -1.577, 4.480], [-0.719, -0.544, 3.639], [0.765, 0.180, 4.280], [2.909, -2.541, 3.101], [2.041, -3.338, 1.770], [1.286, -3.222, 3.367], [1.659, -2.735, -3.311], [1.244, -0.987, -3.182], [-0.025, -2.225, -2.926], [1.897, -4.334, -1.775], [0.594, -4.342, -0.557], [2.306, -4.161, -0.048], [3.672, -2.071, -1.986], [3.741, -2.099, -0.198], [3.315, -0.582, -1.050], [-0.197, 1.458, -2.848], [0.831, 2.422, -2.830], [1.727, 2.452, -3.886], [1.528, 1.609, -4.990], [0.366, 0.820, -5.096], [-0.567, 0.841, -4.068], [-0.820, 1.053, -1.747], [1.255, 0.879, -0.499], [0.904, 3.049, -1.936], [2.577, 3.132, -3.862], [2.253, 1.578, -5.798], [0.199, 0.189, -5.981], [-1.567, 0.395, -4.093], [0.113, 4.024, 5.224], [0.342, 2.986, 4.374], [1.217, 2.144, 4.617], [-0.593, 2.870, 3.219], [-1.942, 3.226, 3.290], [-2.825, 2.792, 2.300], [-2.359, 1.946, 1.291], [-1.044, 1.608, 1.220], [-0.165, 2.147, 2.100], [0.797, 4.162, 5.958], [-0.391, 4.833, 4.910], [-2.286, 3.812, 4.132], [-3.880, 3.066, 2.306], [-3.014, 1.521, 0.527], [0.902, 1.944, 1.911]]}

=====

Record 5
{"formula": "C23H43N2O4", "method": "ωB97M-V/def2-TZVPD", "homo_ev": -9.995, "spin_multiplicity": 1, "homo_lumo_gap_ev": 6.01, "total_charge": 1, "relative_energy_kcal_mol": 0.0, "species": ["C", "C", "C", "C", "C", "C", "C", "C", "C", "C", "C", "C", "O", "C", "C", "N", "C", "C", "C", "O", "H", "H", "H", "H", "H", "H", "H", "H", "H", "H", "H", "H", "H", "H", "H", "H", "H", "H", "H", "H", "H", "H", "H", "H", "H", "H", "H", "H", "C", "O", "C", "C", "N", "C", "C", "O", "C", "H", "H", "H", "H", "H", "H", "H", "H", "H", "H", "H", "H", "H", "H", "H"], "coordinates": [[-2.916, -0.852, 2.682], [-1.385, -0.774, 2.548], [-0.852, 0.600, 2.078], [-0.272, 0.606, 0.664], [-1.185, -0.003, -0.396], [-0.446, -0.483, -1.644], [0.566, -1.602, -1.309], [0.394, -2.813, -2.212], [1.428, -3.925, -2.002], [1.715, -4.277, -0.521], [1.553, -5.734, -0.136], [2.633, -6.428, 0.457], [3.825, -5.868, 0.679], [2.511, -7.771, 0.828], [1.312, -8.415, 0.624], [0.284, -7.738, 0.081], [0.360, -6.440, -0.298], [-0.910, -5.852, -0.816], [-1.872, -5.391, 0.281], [-2.969, -5.066, -0.012], [-3.321, -1.519, 1.925], [-3.230, -1.200, 3.661], [-3.378, 0.118, 2.523], [-1.015, -1.545, 1.873], [-0.956, -0.993, 3.523], [-0.058, 0.898, 2.761], [-1.637, 1.345, 2.182], [-0.115, 1.647, 0.382], [0.711, 0.134, 0.698], [-1.801, -0.812, -0.004], [-1.878, 0.781, -0.705], [0.032, 0.350, -2.147], [-1.204, -0.928, -2.287], [1.584, -1.223, -1.420], [0.432, -1.841, -0.256], [0.488, -2.459, -3.237], [-0.634, -3.172, -2.120], [1.097, -4.824, -2.516], [2.351, -3.611, -2.476], [2.753, -4.021, -0.346], [1.138, -3.679, 0.182], [3.748, -4.950, 0.969], [3.335, -8.291, 1.283], [1.148, -9.441, 0.910], [-0.596, -8.219, -0.050], [-0.755, -5.032, -1.500], [-1.449, -6.619, -1.374], [-1.535, -5.376, 1.329], [2.117, 7.676, -1.682], [1.806, 7.687, -0.302], [0.659, 8.455, 0.042], [-0.493, 7.571, 0.469], [-1.036, 6.816, -0.654], [-1.976, 5.760, -0.287], [-1.490, 4.626, 0.611], [-0.547, 3.754, 0.008], [0.797, 4.205, 0.031], [3.107, 7.236, -1.790], [1.407, 7.075, -2.261], [2.141, 8.690, -2.092], [0.367, 9.114, -0.781], [0.940, 9.087, 0.888], [-1.284, 8.199, 0.889], [-0.122, 6.919, 1.270], [-0.274, 6.406, -1.175], [-2.330, 5.311, -1.219], [-2.844, 6.225, 0.189], [-2.360, 4.003, 0.835], [-1.112, 4.985, 1.575], [1.018, 4.780, 0.934], [1.037, 4.802, -0.852], [1.441, 3.324, 0.015]]}

=====

Record 6
{"formula": "C23H44Br4O18", "method": "ωB97M-V/def2-TZVPD", "homo_ev": -7.114, "spin_multiplicity": 1, "homo_lumo_gap_ev": 7.41, "relative_energy_kcal_mol": 487.3, "species": ["C", "C", "C", "O", "C", "O", "O", "H", "H", "H", "H", "H", "H", "Br", "C", "C", "Br", "H", "H", "H", "H", "Br", "C", "C", "Br", "H", "H", "H", "H", "C", "O", "C", "O", "O", "C", "H", "H", "H", "H", "H", "H", "C", "O", "C", "O", "O", "C", "H", "H", "H", "H", "H", "H", "C", "O", "C", "O", "O", "C", "H", "H", "H", "H", "H", "H", "C", "O", "C", "O", "O", "C", "H", "H", "H", "H", "H", "H", "C", "O", "C", "O", "O", "C", "H", "H", "H", "H", "H", "H"], "coordinates": [[-2.701, -0.575, -1.125], [-1.794, 0.235, -0.157], [-1.128, -0.498, 0.955], [0.235, -0.275, 0.833], [0.485, 0.302, -0.396], [1.579, 0.605, -0.885], [-0.714, 0.676, -0.951], [-3.050, -0.087, -2.035], [-3.556, -1.026, -0.621], [-2.084, -1.422, -1.424], [-2.317, 1.127, 0.187], [-1.170, -1.587, 0.953], [-1.577, -0.274, 1.922], [-7.881, 0.675, 1.019], [-6.093, 0.486, 1.838], [-5.125, 0.066, 0.777], [-3.231, 0.079, 1.469], [-6.111, -0.216, 2.672], [-5.899, 1.460, 2.289], [-5.215, 0.679, -0.120], [-5.379, -0.928, 0.411], [-0.038, 3.631, -0.443], [1.371, 2.553, 0.540], [2.470, 3.473, 1.093], [3.761, 2.241, 1.964], [1.818, 1.805, -0.115], [0.861, 2.079, 1.379], [2.092, 4.213, 1.798], [2.949, 4.058, 0.308], [1.929, -0.068, 1.577], [1.626, -0.071, 2.956], [2.004, -1.207, 3.660], [2.310, -2.320, 3.182], [1.911, -0.977, 4.961], [1.921, -2.111, 5.777], [2.961, -0.165, 1.238], [1.653, 0.883, 1.122], [1.372, -0.916, 1.179], [1.792, -1.767, 6.804], [2.879, -2.604, 5.616], [1.146, -2.802, 5.447], [3.422, -0.475, -6.719], [3.010, -1.034, -5.436], [1.830, -0.739, -4.978], [0.943, -0.171, -5.597], [1.883, -1.034, -3.622], [0.787, -0.971, -2.807], [4.504, -0.379, -6.810], [3.026, 0.537, -6.810], [3.192, -1.173, -7.524], [1.180, -0.581, -1.868], [0.378, -1.944, -2.534], [-0.101, -0.413, -3.102], [6.673, 0.520, 0.663], [5.934, -0.238, -0.279], [4.698, -0.489, -0.056], [4.162, -0.547, 1.059], [4.136, -0.804, -1.188], [2.755, -1.162, -1.253], [6.346, 1.543, 0.478], [7.745, 0.472, 0.467], [6.489, 0.161, 1.676], [2.727, -2.245, -1.133], [2.235, -0.893, -2.173], [2.160, -0.691, -0.471], [0.948, -2.387, -0.128], [-0.432, -2.612, -0.044], [-1.100, -3.276, -1.048], [-0.575, -3.834, -1.995], [-2.417, -3.251, -0.703], [-3.353, -3.815, -1.621], [1.119, -1.600, -0.862], [1.551, -3.227, -0.477], [1.424, -2.174, 0.829], [-3.465, -3.185, -2.503], [-4.342, -4.046, -1.225], [-2.977, -4.760, -2.014], [-4.804, 4.447, -0.521], [-3.668, 4.318, 0.343], [-3.709, 3.537, 1.404], [-4.755, 3.107, 1.959], [-2.470, 3.385, 1.734], [-2.114, 2.472, 2.709], [-5.396, 5.219, -0.030], [-5.263, 3.493, -0.783], [-4.541, 4.855, -1.497], [-2.811, 2.202, 3.503], [-1.223, 2.848, 3.212], [-1.808, 1.604, 2.125]]}